(1)
This record from OMol25 describes a cluster of 2 separate species, C13H15F12N2O4P in total at a distorted geometry. The level of theory is ωB97M-V/def2-TZVPD.

Structure (XYZ):
```
47
C13H15F12N2O4P (ωB97M-V/def2-TZVPD)
O -2.875 4.397 -1.663
P -3.189 4.855 -3.051
N -2.051 4.032 -4.145
C -1.155 4.632 -5.115
O -1.079 6.006 -5.342
C -0.372 3.583 -5.756
N -0.812 2.337 -5.168
C -1.777 2.681 -4.251
C -2.450 1.543 -3.375
C -1.396 1.258 -2.196
C -2.064 0.585 -0.931
F -3.420 0.915 -0.808
F -2.036 -0.798 -1.170
C -1.230 1.019 0.343
F -1.657 2.307 0.660
F 0.115 1.088 -0.043
C -1.320 0.033 1.581
F -1.402 0.849 2.721
F -2.460 -0.743 1.603
C -0.007 -0.850 1.805
F 0.337 -1.602 0.714
F 1.032 -0.117 2.322
F -0.350 -1.758 2.803
H -4.526 4.485 -3.412
H -3.008 6.248 -3.282
H -0.599 6.339 -4.548
H 0.429 3.697 -6.526
H -0.443 1.413 -5.395
H -2.634 0.611 -3.979
H -3.406 2.002 -2.986
H -0.998 2.282 -1.910
H -0.519 0.681 -2.591
C 2.724 -2.686 3.549
C 2.001 -4.002 3.317
O 2.853 -5.125 3.286
C 3.287 -5.715 4.557
O 2.272 -5.965 5.341
C 4.423 -4.892 5.260
F 5.305 -4.382 4.348
F 5.167 -5.678 6.075
F 4.006 -3.848 6.006
H 3.675 -2.653 3.012
H 2.104 -1.851 3.223
H 2.931 -2.531 4.607
H 1.556 -3.958 2.315
H 1.164 -4.130 4.011
H 3.853 -6.593 4.184
```

## Properties
- orbital gap (eV) = 1.5357
- LUMO level (eV) = -2.96
- 2S+1 = 1
- strongest force on any atom (eV Å⁻¹) = 4.81
- net charge = 0
- HOMO (eV) = -4.5

(2)
This record from OMol25 describes a structure of composition C13H15MnPSe2 at a distorted geometry. The level of theory is ωB97M-V/def2-TZVPD.

Structure (XYZ):
```
32
C13H15MnPSe2 (ωB97M-V/def2-TZVPD)
Mn 0.481 0.031 -3.393
C 0.051 -0.217 -5.395
H 1.124 -0.106 -5.178
H -0.128 -1.231 -5.754
H -0.187 0.522 -6.162
H -0.691 0.015 -4.494
H -1.221 0.371 -3.137
Se 1.628 -1.219 -1.706
P 0.345 -0.028 -0.371
Se -0.795 1.401 -1.950
C -0.866 -0.978 0.582
C -0.845 -0.962 1.993
C -1.818 -1.660 2.708
C -2.798 -2.393 2.035
C -2.795 -2.450 0.634
C -1.823 -1.761 -0.095
C 1.220 1.031 0.783
C 2.535 0.716 1.174
C 3.113 1.405 2.237
C 2.411 2.428 2.885
C 1.130 2.789 2.447
C 0.531 2.099 1.396
H -0.075 -0.401 2.524
H -1.807 -1.628 3.799
H -3.565 -2.927 2.598
H -3.551 -3.036 0.113
H -1.798 -1.819 -1.186
H 3.079 -0.071 0.641
H 4.123 1.146 2.567
H 2.863 2.951 3.727
H 0.595 3.605 2.935
H -0.466 2.379 1.045
```

## Properties
- orbital gap (alpha / beta) (eV) = 5.3474 / 7.3713
- LUMO level (alpha / beta) (eV) = -10.32 / -8.28
- 2S+1 = 4
- strongest force on any atom (eV Å⁻¹) = 2.20
- net charge = +2
- HOMO (alpha / beta) (eV) = -15.7 / -15.7

(3)
This record from OMol25 describes an isolated molecule of C13H15N at a distorted geometry. The level of theory is ωB97M-V/def2-TZVPD.

Structure (XYZ):
```
29
C13H15N (ωB97M-V/def2-TZVPD)
C 1.108 2.674 1.463
C 1.376 2.551 -0.031
N 2.306 3.606 -0.453
C 1.885 1.145 -0.384
C 0.859 0.061 -0.129
C 0.910 -0.717 1.089
C 0.008 -1.699 1.373
C -1.015 -2.008 0.430
C -1.995 -3.023 0.679
C -3.022 -3.238 -0.218
C -3.089 -2.485 -1.431
C -2.151 -1.536 -1.693
C -1.126 -1.236 -0.763
C -0.149 -0.220 -1.025
H 0.367 1.958 1.780
H 2.012 2.461 2.038
H 0.817 3.710 1.654
H 0.434 2.696 -0.565
H 3.233 3.408 -0.052
H 2.381 3.545 -1.466
H 2.194 1.139 -1.445
H 2.782 0.899 0.220
H 1.693 -0.512 1.800
H 0.078 -2.287 2.312
H -1.878 -3.586 1.587
H -3.744 -4.025 -0.057
H -3.857 -2.717 -2.177
H -2.214 -0.983 -2.610
H -0.202 0.420 -1.924
```

## Properties
- energy above the lowest of the compared OMol25 structures with the same formula, charge and spin (kJ/mol) = 0.00
- orbital gap (eV) = 8.9348
- LUMO level (eV) = 0.68
- 2S+1 = 1
- SMILES = C[C@@H](N)Cc1ccc2ccccc2c1
- strongest force on any atom (eV Å⁻¹) = 1.05
- net charge = 0
- HOMO (eV) = -8.3

(4)
This record from OMol25 describes a cluster of 2 separate species, C13H15N2 in total at a distorted geometry. The level of theory is ωB97M-V/def2-TZVPD.

Structure (XYZ):
```
30
C13H15N2 (ωB97M-V/def2-TZVPD)
C -1.641 -0.978 3.805
C -2.169 -1.705 2.769
C -0.485 -0.229 3.728
C 3.196 -0.435 -2.773
C 2.877 -1.425 -1.821
C 2.372 0.745 -2.901
C -1.560 -1.470 1.476
C 0.148 -0.082 2.538
C 1.681 -1.399 -1.208
C 1.205 0.724 -2.192
C -0.490 -0.728 1.542
C -0.964 1.699 -0.551
C -1.389 0.490 -1.252
N 0.758 -0.385 -1.444
N -0.464 -0.643 -1.103
H -2.209 -0.893 4.749
H -3.058 -2.321 2.831
H -0.120 0.319 4.562
H 4.177 -0.461 -3.199
H 3.798 -2.074 -1.788
H 2.585 1.620 -3.501
H -1.791 -2.191 0.741
H 1.106 0.337 2.364
H 1.482 -2.184 -0.614
H 0.400 1.422 -2.262
H -1.149 2.576 -1.055
H -1.559 1.842 0.346
H 0.091 1.612 -0.174
H -2.371 0.198 -0.898
H -1.487 0.792 -2.290
```

## Properties
- energy above the lowest of the compared OMol25 structures with the same formula, charge and spin (kJ/mol) = 726.94
- orbital gap (alpha / beta) (eV) = 5.7553 / 8.3680
- LUMO level (alpha / beta) (eV) = -5.79 / -4.24
- 2S+1 = 1
- strongest force on any atom (eV Å⁻¹) = 4.33
- net charge = +1
- HOMO (alpha / beta) (eV) = -11.5 / -12.6

(5)
This record from OMol25 describes a cluster of 2 separate species, C13H15N3 in total at a distorted geometry. The level of theory is ωB97M-V/def2-TZVPD.

Structure (XYZ):
```
31
C13H15N3 (ωB97M-V/def2-TZVPD)
C -0.740 3.348 -0.056
C 0.261 2.182 0.112
C 1.196 1.949 1.019
N 2.195 0.983 0.744
C 1.962 0.599 -0.592
C 2.577 -0.334 -1.434
C 1.897 -0.490 -2.657
C 0.960 0.442 -3.233
C 0.425 1.430 -2.373
C 0.810 1.341 -0.968
H -1.699 2.956 0.407
H -0.872 3.359 -1.197
H -0.377 4.391 0.294
H 1.404 2.376 1.934
H 2.968 0.772 1.383
H 3.339 -1.100 -1.063
H 2.251 -1.301 -3.282
H 0.828 0.504 -4.282
H -0.232 2.179 -2.777
C -2.349 -0.400 1.075
C -1.760 -1.673 1.474
C -2.288 -2.956 1.724
N -1.227 -3.725 2.013
C 0.002 -3.112 1.644
N -0.375 -1.814 1.374
H -3.340 -0.557 0.803
H -2.041 0.176 0.189
H -2.161 0.405 1.921
H -3.245 -3.530 1.908
H -1.297 -4.729 2.266
H 0.926 -3.670 1.632
```

## Properties
- energy above the lowest of the compared OMol25 structures with the same formula, charge and spin (kJ/mol) = 263.30
- orbital gap (eV) = 8.4809
- LUMO level (eV) = 0.87
- 2S+1 = 1
- SMILES = Cc1c[nH]c2ccccc12.Cc1c[nH]cn1
- strongest force on any atom (eV Å⁻¹) = 5.81
- net charge = 0
- HOMO (eV) = -7.6

(6)
This record from OMol25 describes a structure of composition C13H15N5O4SSr at a distorted geometry. The level of theory is ωB97M-V/def2-TZVPD.

Structure (XYZ):
```
39
C13H15N5O4SSr (ωB97M-V/def2-TZVPD)
Sr -0.935 -0.464 1.330
N -0.442 0.260 -1.351
C -1.628 0.293 -2.222
C -2.472 -0.973 -2.052
C -2.517 -1.220 -0.544
O -3.039 -0.336 0.178
O -1.827 -2.156 -0.076
H 0.086 1.122 -1.435
H 0.194 -0.482 -1.629
H -1.365 0.414 -3.279
H -2.232 1.147 -1.914
H -2.013 -1.830 -2.543
H -3.468 -0.810 -2.459
N 4.941 -2.231 7.319
C 4.049 -1.749 6.381
C 3.692 -0.395 6.363
C 2.766 0.075 5.454
C 2.176 -0.802 4.561
C 2.516 -2.145 4.561
C 3.446 -2.617 5.463
S 0.981 -0.230 3.394
O 0.613 1.136 3.679
O -0.146 -1.160 3.455
N 1.470 -0.404 1.891
C 2.476 0.341 1.390
N 3.319 0.980 2.226
C 4.291 1.693 1.682
C 4.461 1.807 0.313
C 3.535 1.130 -0.466
N 2.547 0.411 0.039
H 5.558 -1.554 7.737
H 5.388 -3.106 7.104
H 4.149 0.285 7.072
H 2.489 1.120 5.419
H 2.042 -2.816 3.856
H 3.707 -3.668 5.470
H 4.955 2.197 2.378
H 5.258 2.392 -0.120
H 3.584 1.174 -1.550
```

## Properties
- energy above the lowest of the compared OMol25 structures with the same formula, charge and spin (kJ/mol) = 0.00
- orbital gap (eV) = 8.6826
- LUMO level (eV) = 0.35
- 2S+1 = 1
- strongest force on any atom (eV Å⁻¹) = 1.48
- net charge = 0
- HOMO (eV) = -8.3

For reference, energy by record: -66787.04378, -185007.14901, -15214.92950, -16691.64212, -18192.05684, -41039.41425 eV.